ORCA calculation (ωB97M-V/def2-TZVPD) on the molecule C5H11N3 at a distorted geometry.

As for the structure (SMILES): [H]/N=C\C(N)=C(/C)NC. Its energy is -361.324722 a.u. The LUMO energy is 0.03499 hartree. The energy above the lowest of the compared OMol25 structures with the same formula, charge and spin comes out at 169.79 kJ/mol.

```
19
Properties=species:S:1:pos:R:3:forces:R:3
H -1.64854 0.74329 3.00621 0.11 -0.05 -0.27
N -2.33986 0.75906 2.25365 -0.30 0.06 0.21
C -1.88876 0.47561 1.11002 2.28 0.05 0.25
C -0.39338 0.10640 0.76091 -3.68 0.23 0.55
N 0.53041 0.32955 1.77509 0.41 -0.21 0.97
C -0.22959 -0.41797 -0.44478 4.56 -0.20 -0.72
C -1.16267 -0.58737 -1.59403 -0.21 0.06 0.07
N 1.25435 -0.75657 -0.72205 -2.50 -0.46 -0.04
C 2.21511 0.32274 -0.86150 -0.33 0.30 -0.08
H -2.59030 0.55916 0.28460 0.13 -0.27 -0.12
H 0.25488 -0.08888 2.65943 -0.46 0.29 -0.09
H 1.48380 0.00634 1.67495 -0.19 -0.09 -0.85
H -2.17914 -0.82383 -1.28738 0.00 0.02 0.00
H -0.82811 -1.39675 -2.24283 0.06 -0.04 0.06
H -1.18756 0.32361 -2.19523 -0.02 -0.02 -0.10
H 1.30141 -1.36948 -1.52960 -0.04 0.09 0.16
H 3.22793 -0.08943 -0.85114 -0.10 0.05 0.00
H 2.07811 0.90752 -1.78236 0.09 0.05 0.11
H 2.10192 0.99697 -0.01396 0.18 0.14 -0.11
```
Forces are in eV/Å.